(1)
The following is a quantum chemistry calculation of a 2-piece molecular cluster, C3H7NO2 overall, from OMol25.

## Properties
E_HOMO: -8.55 eV
LUMO level: 0.97 eV
energy above the lowest of the compared OMol25 structures with the same formula, charge and spin: 69.9 kcal per mole

The geometry in ORCA input format:
```
! wB97M-V def2-TZVPD RIJCOSX def2/J DEFGRID3
* xyz 0 1
O 1.1343 1.6051 1.1608
O -0.0815 -1.2900 -1.0002
N -0.5765 -0.1013 -2.7382
C 0.0411 -0.3579 2.0174
C 0.0542 0.8466 1.4348
C -0.4809 -0.0781 -1.4086
H 1.9345 1.1289 1.4217
H 0.9484 -0.8559 2.3492
H -0.8493 1.3443 1.1056
H -0.8404 0.7461 -3.2106
H -0.3775 -0.9177 -3.3100
H -0.0036 -1.2149 -0.0296
H -0.9028 -0.8553 2.2077
*
```

Mulliken atomic charge list, values in e, 8 entries: atom 1 (O): -0.448, atom 2 (O): -0.403, atom 3 (N): -0.167, atom 4 (C): -1.066, atom 5 (C): 0.246, atom 6 (C): -0.319, atom 7 (H): 0.291, atom 8 (H): 0.302



(2)
The following is a quantum chemistry calculation of a 10-piece molecular cluster, C40H90Cl16O24P6 overall, from OMol25.

## Properties
E_HOMO: -10.20 eV
structure (SMILES): CCOP(=O)(OCC)OCC.CCOP(=O)(OCC)OCC.CCOP(=O)(OCC)OCC.CCOP(=O)(OCC)OCC.CCOP(=O)(OCC)OCC.CCOP(=O)(OCC)OCC.ClC(Cl)(Cl)Cl.ClC(Cl)(Cl)Cl.ClC(Cl)(Cl)Cl.ClC(Cl)(Cl)Cl
LUMO level: 0.13 eV

The geometry in ORCA input format:
```
! wB97M-V def2-TZVPD RIJCOSX def2/J DEFGRID3
* xyz 0 1
Cl -3.2352 -3.4653 -5.1827
Cl 2.7415 2.7006 -5.9509
Cl 6.5279 0.8522 -5.3449
Cl -5.9006 -3.1931 -6.4104
Cl -4.2240 -0.8958 -6.1757
Cl -5.3511 -2.0926 -3.8609
Cl -1.4928 2.7769 -0.4948
Cl -2.8014 1.8307 1.9928
Cl -2.0741 4.5675 1.6372
Cl -4.1812 3.4436 0.0835
Cl 8.5717 1.6202 -3.4923
Cl 6.6162 -0.4348 -2.6750
Cl 5.9057 2.3392 -2.9561
Cl 4.6769 2.4838 -8.0503
Cl 3.0969 4.8569 -7.8157
Cl 5.0732 4.3294 -5.8643
P 0.2132 0.0442 -1.9462
P 3.7775 4.2316 -0.3572
P -4.7719 3.7827 -5.2953
P 2.8174 -5.1883 2.1931
P -2.5265 -3.9808 1.2950
P 1.0517 -0.4007 5.5644
O -5.8486 2.9795 -4.4172
O 2.2463 -4.5890 3.5526
O 4.1279 5.7565 -0.6286
O -5.1177 4.0457 -6.6597
O 1.9267 -6.2070 1.6441
O 0.9547 1.0480 4.9484
O 4.2338 -5.7486 2.5572
O 2.7516 4.3692 0.8480
O -4.5060 5.1108 -4.5077
O -3.7405 -3.6156 2.2250
O 1.3762 -0.5395 7.0351
O -0.2572 -1.1440 5.1114
O -1.2998 -3.2597 1.5578
O 4.8476 3.3297 -0.0119
O 0.3205 1.3993 -2.4724
O -1.0736 -0.8255 -2.3419
O 1.3504 -0.9151 -2.4641
O -3.1688 -3.5715 -0.0872
O -2.4389 -5.5159 1.3575
O -3.5906 2.7735 -5.0025
O 2.9357 3.7460 -1.5747
O 2.2146 -1.0135 4.5578
O 3.1488 -3.9072 1.3437
O 0.3043 0.2066 -0.3988
C -1.1724 -6.5643 -0.4108
C -5.3242 -4.0647 3.9601
C -3.9133 -4.1044 3.5236
C 3.5704 -0.7849 4.8730
C -2.5470 3.2091 0.7191
C -2.3127 -0.4226 -1.7834
C 5.4871 6.4103 1.3526
C 0.0309 -5.3178 4.4319
C 2.4825 3.1489 2.9435
C 1.6166 4.2719 -1.8966
C -4.1654 4.9796 -3.0993
C -2.4575 2.8266 -5.9524
C 5.3119 -4.4644 4.3114
C 0.1342 2.4411 6.7670
C -3.2766 0.2414 -2.7317
C 3.9011 3.5744 -6.9206
C 3.8220 -4.3960 -1.0043
C 3.1124 -0.4703 -4.1729
C 0.8216 -4.2978 3.6206
C 0.2733 -0.8843 0.5860
C -4.4350 -4.0717 -0.5823
C -7.9716 1.9607 -5.1363
C -0.9151 -1.9521 6.1383
C 1.4638 -0.7481 1.4938
C -2.4174 -1.5689 5.9951
C -7.2738 3.1488 -4.5391
C 5.3692 6.3043 -0.1778
C 4.3343 -0.3998 3.6364
C -1.2355 -6.2689 1.0437
C -1.7073 4.1444 -5.8313
C 2.1478 3.1940 1.4368
C -4.6729 -2.4202 -5.4667
C 2.7353 -3.9886 -0.0656
C -5.4752 -2.9828 -0.4944
C 5.4280 -4.9421 2.8917
C -3.5815 6.3356 -2.6619
C 2.7359 -0.5129 -2.6679
C -0.0396 1.9982 5.3850
C 1.7553 5.5336 -2.7692
C 6.9054 1.1227 -3.6464
H -2.9970 1.2721 -2.8695
H 5.2946 7.3652 -0.5396
H -3.5033 -5.1359 3.6372
H 5.7344 5.5089 1.8361
H 2.3542 6.3261 -2.2825
H 6.1433 5.7590 -0.6922
H -5.4430 -4.4246 5.0072
H -0.0054 -6.2679 3.9529
H 0.1340 -1.9198 0.1563
H 3.7578 -3.8946 -1.9529
H -2.8484 2.7217 -6.9577
H -0.9983 -4.9932 4.6023
H -1.7692 1.9753 -5.7277
H -0.0695 1.5820 7.4043
H 1.8379 -4.5928 -0.2377
H 4.1397 -0.0556 -4.2723
H 1.4022 -1.4929 2.3174
H -2.6822 -1.3785 -1.5141
H -7.4221 3.9980 -5.2552
H -4.7672 -4.9209 -0.0194
H -3.3722 6.2825 -1.5784
H -2.0064 -7.1459 -0.7311
H 2.9446 0.4813 -2.2150
H 0.5102 -4.2525 2.5871
H -3.0982 -2.4403 6.1523
H 4.4529 -3.8392 4.4589
H 4.5282 6.8086 1.5980
H -6.5708 -3.2582 -0.6072
H 5.3133 0.0833 3.8671
H 3.8849 -5.4733 -1.1588
H -2.7773 -0.9706 6.8591
H 4.7708 -3.9676 -0.5976
H 0.7551 -3.3381 4.1636
H 1.1739 3.4966 -2.4663
H -3.3889 4.2354 -2.9778
H -7.8673 1.1232 -4.4316
H -4.3102 0.2110 -2.4075
H 6.1936 -5.6996 2.7816
H -0.0529 2.8745 4.7989
H -1.6390 4.2140 -4.6910
H -9.0406 2.0893 -5.3629
H 3.5664 3.2572 2.9109
H 3.2508 -1.4855 -4.4609
H -4.2682 7.1233 -2.8864
H -7.5977 1.6932 -6.1067
H 3.8018 0.3313 3.0155
H 5.5435 -4.1395 2.1235
H -0.8086 -3.0088 5.9325
H -3.3642 -3.4845 4.2615
H -7.6525 3.4173 -3.5727
H -0.6390 -0.6748 1.1349
H 2.1454 2.2711 3.4950
H -4.2017 -4.5414 -1.5564
H 0.7952 5.9710 -3.0067
H -5.0910 4.7682 -2.5552
H 2.5290 2.2603 0.9314
H 4.5393 -1.2793 2.9789
H -5.9868 -4.6688 3.3470
H -0.4983 -1.8020 7.1263
H 3.4588 -0.0608 5.6409
H 2.2970 -3.0439 -0.2871
H 5.2465 -5.3849 4.8749
H -0.1877 -7.0226 -0.5857
H 6.2863 7.1028 1.6861
H 2.3869 0.1006 -4.7704
H -0.9767 1.4941 5.2279
H -5.4740 -2.6261 0.5280
H 6.2885 -3.9590 4.4824
H -2.6153 -1.0642 5.0687
H 2.3929 -0.8297 0.9654
H 1.5366 0.2101 1.9333
H -0.6654 4.1591 -6.2289
H -0.5078 3.2200 7.1366
H -2.6930 6.5175 -3.2554
H -5.3036 -2.0631 -1.0803
H 2.3434 5.2783 -3.6495
H 3.3033 -1.2202 -2.1084
H 2.0690 4.0526 3.3598
H -0.3588 -5.7610 1.4662
H 1.0633 4.4741 -0.9615
H -1.2340 -5.5810 -0.9086
H -2.0621 0.2515 -0.9549
H 1.0532 3.2286 1.2126
H -2.2456 4.9681 -6.2340
H 3.9131 -1.6636 5.3515
H 1.1469 2.7918 6.9421
H -5.7537 -3.0326 3.9425
H -1.4104 -7.1752 1.6296
H -3.2802 -0.2280 -3.7343
H 0.4690 -5.4269 5.4004
*
```

Mulliken atomic charge list, values in e, 8 entries: atom 1 (Cl): -0.107, atom 2 (Cl): 0.027, atom 3 (Cl): -0.070, atom 4 (Cl): -0.099, atom 5 (Cl): -0.051, atom 6 (Cl): -0.098, atom 7 (Cl): 0.255, atom 8 (Cl): -0.128



(3)
The following is a quantum chemistry calculation of a 2-piece molecular cluster, C11H18 overall, from OMol25.

## Properties
E_HOMO: -8.94 eV
structure (SMILES): Cc1ccccc1.CC(C)C
LUMO level: 0.96 eV
energy above the lowest of the compared OMol25 structures with the same formula, charge and spin: 34.9 kcal per mole

The geometry in ORCA input format:
```
! wB97M-V def2-TZVPD RIJCOSX def2/J DEFGRID3
* xyz 0 1
C 0.5037 1.0609 -1.9495
C 0.9998 2.2426 -1.4840
C 2.4476 -0.1334 -1.1363
C 1.1409 -0.1342 -1.6269
C -2.1027 -0.5418 -0.1660
C -2.7074 0.6872 1.8508
C -1.6864 -0.4026 1.3147
C 3.0793 -1.4540 -0.9416
C 2.2961 2.2636 -0.9141
C -1.8365 -1.7491 2.0193
C 3.0032 1.0829 -0.7692
H -3.4910 0.9035 1.1471
H 0.6582 -1.1098 -1.6327
H -3.1138 -0.9428 -0.2575
H -2.0776 0.4412 -0.6421
H 0.5820 3.2363 -1.6502
H -0.4497 1.0538 -2.4627
H 3.9372 -1.4756 -0.2684
H -1.4852 -1.3708 -0.5682
H -0.8074 -2.1751 2.0329
H 3.4155 -1.8805 -1.9049
H -2.1465 -1.5570 3.0710
H 3.9533 1.2463 -0.2456
H -2.7143 -2.2531 1.6501
H -3.2285 0.2654 2.7202
H -0.6782 0.0428 1.3902
H -2.4086 1.5587 2.4600
H 2.5983 3.2109 -0.4772
H 2.3186 -2.1162 -0.5594
*
```

Mulliken atomic charge list, values in e, 8 entries: atom 1 (C): -0.727, atom 2 (C): -0.426, atom 3 (C): 0.859, atom 4 (C): -0.247, atom 5 (C): -1.615, atom 6 (C): -1.333, atom 7 (C): 0.858, atom 8 (C): -1.339



(4)
The following is a quantum chemistry calculation of a 2-piece molecular cluster, C9H11FN2 overall, from OMol25.

## Properties
E_HOMO (spin up / spin down): -7.29 / -7.14 eV
LUMO level (spin up / spin down): 0.20 / 0.29 eV
energy above the lowest of the compared OMol25 structures with the same formula, charge and spin: 48.5 kcal per mole

The geometry in ORCA input format:
```
! wB97M-V def2-TZVPD RIJCOSX def2/J DEFGRID3
* xyz 0 1
F 3.2568 -1.5517 1.1142
N 1.2464 1.5979 0.2472
N 2.5758 1.7460 0.2195
C -1.6748 1.9107 -0.3631
C 1.4938 -2.9410 0.4127
C -3.0824 1.8368 -0.5763
C -1.7215 -0.5655 -0.1172
C -3.0935 -0.6115 -0.3690
C -0.9921 0.6697 -0.1595
C 0.4534 0.5328 0.0871
C 2.1463 -2.2539 1.3423
C -3.7722 0.6493 -0.6049
H -3.6090 2.7457 -0.7573
H 0.8249 2.5678 0.5161
H -1.1679 2.8697 -0.3448
H 0.6494 -3.4464 0.8389
H 1.6088 -2.9671 -0.6916
H -1.1546 -1.4593 -0.0885
H 1.9763 -2.3984 2.3767
H 0.9012 -0.3794 0.0690
H -3.6673 -1.6452 -0.3088
H 3.0696 0.8475 0.0098
H -4.8892 0.5332 -0.6224
*
```

Mulliken atomic charge list, values in e, 8 entries: atom 1 (F): -0.256, atom 2 (N): 0.332, atom 3 (N): -1.009, atom 4 (C): -0.601, atom 5 (C): -0.664, atom 6 (C): -0.516, atom 7 (C): -0.516, atom 8 (C): -0.298